Formula: C28H78N22O12
Source: the OMol25 dataset
Level of theory: ωB97M-V with the def2-TZVPD basis set

Each atom is followed by the atoms it is bonded to, with distances in Å.
Cartesian coordinates (Å):
1 C -33.044 -17.115 -8.085  C2 1.567, H12 1.090, H13 1.090, H14 1.090
2 C -33.927 -15.972 -7.478  C1 1.567, C3 1.608, C4 1.591, N10 1.503
3 C -35.024 -16.729 -6.580  C2 1.608, H15 1.090, H16 1.090, H17 1.090
4 C -33.028 -15.117 -6.481  C2 1.591, C5 1.587, H18 1.090, H19 1.090
5 C -33.521 -13.662 -6.086  C4 1.587, C6 1.493, H20 1.090, H21 1.090
6 C -33.873 -12.926 -7.337  C5 1.493, C7 1.560, H22 1.090, H23 1.090
7 C -34.871 -13.705 -8.249  C6 1.560, C8 1.594, C9 1.538, N10 1.501
8 C -36.263 -13.955 -7.514  C7 1.594, H24 1.090, H25 1.090, H26 1.090
9 C -35.070 -12.832 -9.500  C7 1.538, H27 1.090, H28 1.090, H29 1.090
10 N -34.280 -15.038 -8.602  C2 1.503, C7 1.501, O11 1.400
11 O -35.042 -15.696 -9.575  N10 1.400, H30 0.960
12 H -32.237 -16.736 -8.712  C1 1.090
13 H -32.436 -17.603 -7.323  C1 1.090
14 H -33.651 -17.882 -8.565  C1 1.090
15 H -35.999 -16.808 -7.061  C3 1.090
16 H -34.510 -17.661 -6.349  C3 1.090
17 H -35.299 -16.127 -5.713  C3 1.090
18 H -33.004 -15.613 -5.511  C4 1.090
19 H -31.996 -15.094 -6.833  C4 1.090
20 H -34.446 -13.802 -5.526  C5 1.090
21 H -32.797 -13.127 -5.471  C5 1.090
22 H -32.960 -12.773 -7.912  C6 1.090
23 H -34.279 -11.931 -7.154  C6 1.090
24 H -36.046 -14.212 -6.477  C8 1.090
25 H -36.847 -14.738 -7.998  C8 1.090
26 H -36.996 -13.168 -7.335  C8 1.090
27 H -35.515 -11.849 -9.348  C9 1.090
28 H -35.899 -13.369 -9.960  C9 1.090
29 H -34.217 -12.639 -10.151  C9 1.090
30 H -35.710 -16.183 -9.087  O11 0.960
31 C -35.691 -14.433 -1.499  C32 1.579, H42 1.090, H43 1.090, H44 1.090
32 C -37.103 -13.776 -1.235  C31 1.579, C33 1.582, C34 1.558, N40 1.495
33 C -37.116 -12.902 0.083  C32 1.582, H45 1.090, H46 1.090, H47 1.090
34 C -37.357 -12.788 -2.413  C32 1.558, C35 1.583, H48 1.090, H49 1.090
35 C -37.869 -13.420 -3.771  C34 1.583, C36 1.569, H50 1.090, H51 1.090
36 C -38.999 -14.486 -3.553  C35 1.569, C37 1.594, H52 1.090, H53 1.090
37 C -38.801 -15.423 -2.279  C36 1.594, C38 1.606, C39 1.593, N40 1.444
38 C -40.264 -15.923 -1.845  C37 1.606, H54 1.090, H55 1.090, H56 1.090
39 C -37.890 -16.670 -2.667  C37 1.593, H57 1.090, H58 1.090, H59 1.090
40 N -38.256 -14.723 -1.139  C32 1.495, C37 1.444, O41 1.394
41 O -38.239 -15.494 0.022  N40 1.394, H60 0.960
42 H -35.591 -15.482 -1.221  C31 1.090
43 H -35.425 -14.453 -2.556  C31 1.090
44 H -34.859 -14.009 -0.937  C31 1.090
45 H -36.427 -12.060 0.014  C33 1.090
46 H -38.093 -12.436 0.212  C33 1.090
47 H -36.992 -13.509 0.980  C33 1.090
48 H -38.262 -12.284 -2.073  C34 1.090
49 H -36.553 -12.079 -2.612  C34 1.090
50 H -38.199 -12.599 -4.408  C35 1.090
51 H -36.971 -13.834 -4.229  C35 1.090
52 H -39.118 -15.092 -4.451  C36 1.090
53 H -40.013 -14.134 -3.748  C36 1.090
54 H -40.610 -15.014 -1.354  C38 1.090
55 H -40.197 -16.736 -1.121  C38 1.090
56 H -40.826 -16.072 -2.767  C38 1.090
57 H -37.585 -17.204 -1.767  C39 1.090
58 H -36.970 -16.484 -3.220  C39 1.090
59 H -38.560 -17.270 -3.284  C39 1.090
60 H -39.162 -15.735 0.130  O41 0.960
61 N -32.327 -18.689 -4.695  C62 1.278, H65 1.010, H66 1.010
62 C -32.789 -19.486 -3.809  N61 1.278, N63 1.266, O64 1.217
63 N -32.012 -20.356 -3.317  C62 1.266, H67 1.010, H68 1.010
64 O -33.957 -19.525 -3.469  C62 1.217
65 H -32.931 -18.052 -5.195  N61 1.010
66 H -31.362 -18.754 -4.986  N61 1.010
67 H -32.388 -20.822 -2.504  N63 1.010
68 H -31.018 -20.278 -3.480  N63 1.010
69 N -32.365 -14.860 -11.307  C70 1.267, H73 1.010, H74 1.010
70 C -31.592 -13.856 -11.335  N69 1.267, N71 1.282, O72 1.253
71 N -31.742 -13.212 -10.236  C70 1.282, H75 1.010, H76 1.010
72 O -30.912 -13.533 -12.336  C70 1.253
73 H -33.000 -14.939 -10.525  N69 1.010
74 H -32.318 -15.356 -12.185  N69 1.010
75 H -32.168 -13.620 -9.416  N71 1.010
76 H -31.347 -12.291 -10.115  N71 1.010
77 N -32.379 -19.626 -10.705  C78 1.328, H81 1.010, H82 1.010
78 C -33.309 -18.935 -11.352  N77 1.328, N79 1.245, O80 1.164
79 N -34.383 -19.075 -10.738  C78 1.245, H83 1.010, H84 1.010
80 O -33.095 -18.414 -12.370  C78 1.164
81 H -32.773 -20.224 -9.993  N77 1.010
82 H -31.438 -19.833 -11.010  N77 1.010
83 H -35.220 -18.597 -11.040  N79 1.010
84 H -34.228 -19.466 -9.820  N79 1.010
85 N -36.842 -9.082 -7.513  C86 1.334, H89 1.010, H90 1.010
86 C -36.305 -9.467 -6.355  N85 1.334, N87 1.312, O88 1.209
87 N -36.788 -10.657 -6.084  C86 1.312, H91 1.010, H92 1.010
88 O -35.613 -8.760 -5.660  C86 1.209
89 H -37.448 -9.745 -7.976  N85 1.010
90 H -36.654 -8.124 -7.772  N85 1.010
91 H -36.362 -11.136 -5.303  N87 1.010
92 H -37.726 -10.867 -6.394  N87 1.010
93 N -33.584 -9.981 -8.727  C94 1.345, H97 1.010, H98 1.010
94 C -32.285 -9.826 -8.413  N93 1.345, N95 1.313, O96 1.175
95 N -32.210 -8.952 -7.437  C94 1.313, H99 1.010, H100 1.010
96 O -31.387 -10.424 -8.878  C94 1.175
97 H -33.634 -10.437 -9.626  N93 1.010
98 H -34.181 -9.229 -8.413  N93 1.010
99 H -33.030 -8.570 -6.988  N95 1.010
100 H -31.332 -8.568 -7.117  N95 1.010
101 N -36.147 -13.133 -14.112  C102 1.295, H105 1.010, H106 1.010
102 C -36.187 -13.706 -12.952  N101 1.295, N103 1.243, O104 1.249
103 N -35.218 -14.482 -12.878  C102 1.243, H107 1.010, H108 1.010
104 O -37.011 -13.394 -12.066  C102 1.249
105 H -35.441 -13.293 -14.817  N101 1.010
106 H -36.882 -12.456 -14.256  N101 1.010
107 H -34.976 -14.865 -11.975  N103 1.010
108 H -34.679 -14.826 -13.659  N103 1.010
109 N -36.311 -21.086 -8.053  C110 1.301, H113 1.010, H114 1.010
110 C -35.093 -20.959 -7.614  N109 1.301, N111 1.285, O112 1.255
111 N -34.918 -21.286 -6.384  C110 1.285, H115 1.010, H116 1.010
112 O -34.133 -20.758 -8.397  C110 1.255
113 H -36.622 -21.095 -9.014  N109 1.010
114 H -36.934 -21.019 -7.260  N109 1.010
115 H -34.026 -21.667 -6.105  N111 1.010
116 H -35.678 -21.490 -5.750  N111 1.010
117 N -29.341 -13.115 -8.469  C118 1.341, H121 1.010, H122 1.010
118 C -28.519 -12.861 -7.440  N117 1.341, N119 1.336, O120 1.211
119 N -27.347 -13.275 -7.931  C118 1.336, H123 1.010, H124 1.010
120 O -28.789 -12.345 -6.378  C118 1.211
121 H -29.085 -13.585 -9.325  N117 1.010
122 H -30.138 -12.496 -8.424  N117 1.010
123 H -26.535 -13.067 -7.369  N119 1.010
124 H -27.274 -13.558 -8.898  N119 1.010
125 N -38.514 -15.087 -10.119  C126 1.317, H129 1.010, H130 1.010
126 C -39.172 -14.387 -9.218  N125 1.317, N127 1.274, O128 1.203
127 N -38.753 -13.188 -9.314  C126 1.274, H131 1.010, H132 1.010
128 O -39.972 -14.761 -8.401  C126 1.203
129 H -37.612 -14.801 -10.472  N125 1.010
130 H -38.887 -16.020 -10.222  N125 1.010
131 H -37.988 -12.991 -9.943  N127 1.010
132 H -39.042 -12.545 -8.591  N127 1.010
133 N -38.868 -19.212 -9.260  C134 1.296, H137 1.010, H138 1.010
134 C -38.053 -18.264 -8.920  N133 1.296, N135 1.266, O136 1.169
135 N -38.499 -17.633 -7.918  C134 1.266, H139 1.010, H140 1.010
136 O -37.238 -17.848 -9.647  C134 1.169
137 H -38.977 -19.605 -10.185  N133 1.010
138 H -39.446 -19.658 -8.563  N133 1.010
139 H -39.196 -18.010 -7.291  N135 1.010
140 H -38.269 -16.667 -8.098  N135 1.010

E_HOMO in eV: -7.83
E_tot in Eh: -3221.20489
Relative energy (zero: lowest compared OMol25 entry of this formula, charge and spin) in eV: 9.044
Structure (SMILES): CC1(C)CCCC(C)(C)N1O.CC1(C)CCCC(C)(C)N1O.NC(N)=O.NC(N)=O.NC(N)=O.NC(N)=O.NC(N)=O.NC(N)=O.NC(N)=O.NC(N)=O.NC(N)=O.NC(N)=O
F_max in eV/A: 8.75
Gap between HOMO and LUMO in hartree: 0.2856